Entry 1:
{
  "formula": "C18H17N3",
  "method": "ωB97M-V/def2-TZVPD",
  "lumo_energy_ev": -0.04,
  "spin_multiplicity": 1,
  "e_above_lowest_kj_mol": 233.0,
  "total_charge": 0,
  "e_tot_ha": -860.260130,
  "molar_mass_g_mol": 275.4,
  "homo_energy_ev": -8.272,
  "smiles": "CN(C[C@](C)(C#N)c1ccc(C#N)cc1)c1ccccc1",
  "species": ["C", "N", "C", "C", "C", "C", "N", "C", "C", "C", "C", "C", "N", "C", "C", "C", "C", "C", "C", "C", "C", "H", "H", "H", "H", "H", "H", "H", "H", "H", "H", "H", "H", "H", "H", "H", "H", "H"],
  "coordinates": [[0.63993, -0.88407, -2.47669], [-0.39632, -0.37334, -1.57495], [-0.63100, -1.01024, -0.37677], [-0.51757, -0.80863, 1.40075], [-1.21733, -2.00141, 2.15030], [-1.36417, 0.42540, 1.66658], [-2.10421, 1.28501, 1.97120], [0.86463, -0.61494, 2.00444], [1.70261, -1.71055, 2.32817], [3.08505, -1.52196, 2.43786], [3.60013, -0.21645, 2.35703], [5.00815, -0.00413, 2.50495], [6.17058, 0.12395, 2.67616], [2.73998, 0.88842, 2.30482], [1.37330, 0.67276, 2.18747], [-1.25366, 0.64709, -2.08673], [-1.38576, 1.90904, -1.43692], [-2.22324, 2.95028, -1.97850], [-2.95387, 2.66163, -3.14226], [-2.89482, 1.42517, -3.78428], [-1.96458, 0.44981, -3.30401], [0.72642, -0.22385, -3.33469], [1.53419, -0.87705, -1.89024], [0.48510, -1.90137, -2.87109], [-1.72675, -1.16233, -0.19772], [0.03916, -1.81770, -0.28642], [-0.59324, -2.88068, 2.38047], [-1.59954, -1.64502, 3.12944], [-2.03916, -2.38331, 1.53281], [1.33094, -2.71759, 2.52469], [3.76171, -2.35939, 2.56296], [3.12789, 1.92378, 2.34095], [0.69709, 1.56062, 2.29262], [-0.79856, 2.10391, -0.51230], [-2.26778, 3.92794, -1.46978], [-3.59178, 3.45573, -3.54308], [-3.52988, 1.18539, -4.63841], [-1.83363, -0.48195, -3.84885]],
  "forces_ev_per_a": [[-0.4, 0.0, 0.3], [0.2, 1.6, -0.7], [-2.1, -1.0, 2.5], [-0.1, 2.2, 1.3], [-0.4, 0.1, -0.6], [-1.2, 0.6, 1.1], [1.9, -1.9, -1.0], [0.0, -0.2, -0.1], [0.6, 0.2, -0.4], [-0.6, 0.7, -0.1], [-0.2, 0.0, 0.2], [3.8, 0.2, 0.5], [-3.6, -0.3, -0.6], [0.0, 0.2, 0.1], [0.0, 1.0, 0.0], [-0.8, 1.3, -0.5], [-0.3, 0.4, -0.3], [1.0, -1.9, 0.3], [-0.3, 0.7, 0.3], [1.6, -0.8, 0.9], [-0.7, 0.8, 0.5], [0.1, 0.1, 0.1], [1.0, -0.1, -0.1], [-0.3, 0.2, 0.3], [0.7, -0.7, -0.9], [0.1, -1.8, -0.6], [0.0, 0.6, -0.4], [0.1, -0.1, -0.7], [-0.1, 0.2, 0.3], [0.0, 0.4, -0.6], [-0.1, 0.1, 0.2], [-0.2, -0.8, 0.1], [0.6, -1.0, -0.6], [-0.6, -0.2, -0.8], [0.0, -0.7, -0.4], [0.1, -0.4, 0.1], [0.3, 0.2, 0.2], [-0.1, 0.0, 0.1]]
}

***

Entry 2:
{
  "formula": "C2H3ClFNO2",
  "method": "ωB97M-V/def2-TZVPD",
  "lumo_energy_ev": -0.55,
  "spin_multiplicity": 1,
  "e_above_lowest_kj_mol": 350.0,
  "total_charge": 0,
  "e_tot_ha": -843.124962,
  "molar_mass_g_mol": 127.5,
  "homo_energy_ev": -10.550,
  "species": ["C", "C", "N", "O", "O", "F", "Cl", "H", "H", "H"],
  "coordinates": [[0.13471, 0.08190, 0.01375], [-0.65398, 1.96262, 0.08766], [-0.88521, 2.07925, 1.55398], [-2.00461, 1.95579, 2.01674], [0.15065, 2.19184, 2.17723], [0.47594, 2.64566, -0.15016], [-1.97022, 2.27987, -0.94460], [-0.63108, -0.29569, 0.72974], [0.06591, -0.15858, -1.09627], [1.18971, 0.24930, 0.26011]],
  "forces_ev_per_a": [[-2.5, 3.3, -1.2], [3.2, -4.0, -0.3], [-0.2, 0.1, 0.9], [0.5, 0.0, -0.5], [-0.6, 0.0, 0.3], [-0.6, 0.9, -0.8], [0.0, 0.2, 0.1], [1.2, -0.6, -0.8], [-0.4, 0.0, 1.7], [-0.7, 0.0, 0.6]]
}

***

Entry 3:
{
  "formula": "C15H45N3O6",
  "method": "ωB97M-V/def2-TZVPD",
  "lumo_energy_ev": 0.46,
  "spin_multiplicity": 1,
  "e_above_lowest_kj_mol": 458.0,
  "total_charge": 0,
  "e_tot_ha": -1213.937541,
  "molar_mass_g_mol": 363.5,
  "homo_energy_ev": -8.848,
  "smiles": "COC[C@H](C)N.COC[C@H](C)N.COC[C@H](C)N.CO.CO.CO",
  "species": ["C", "O", "C", "C", "C", "N", "H", "H", "H", "H", "H", "H", "H", "H", "H", "H", "H", "C", "O", "C", "C", "C", "N", "H", "H", "H", "H", "H", "H", "H", "H", "H", "H", "H", "C", "O", "C", "C", "C", "N", "H", "H", "H", "H", "H", "H", "H", "H", "H", "H", "H", "C", "O", "H", "H", "H", "H", "C", "O", "H", "H", "H", "H", "C", "O", "H", "H", "H", "H"],
  "coordinates": [[7.26076, 1.33162, 2.16734], [8.05238, 2.00864, 1.13998], [8.86711, 1.09720, 0.39411], [9.35486, 2.08659, -0.79700], [8.20910, 2.60225, -1.71474], [10.44693, 1.51529, -1.61141], [6.46859, 1.96538, 2.56596], [7.85013, 0.98951, 3.01805], [6.61184, 0.59225, 1.69793], [9.69683, 0.55711, 0.85014], [8.14610, 0.37811, 0.00530], [9.76356, 2.97685, -0.31900], [8.34319, 3.37713, -2.46951], [7.41966, 3.02517, -1.09343], [7.65908, 1.80509, -2.21485], [10.55711, 1.86220, -2.55354], [10.38254, 0.51818, -1.75882], [-6.21220, 2.67764, 0.90008], [-5.95967, 3.77777, -0.04606], [-7.02918, 4.04675, -0.98896], [-7.59707, 2.94023, -1.86419], [-6.63507, 2.40491, -2.98187], [-8.86424, 3.38311, -2.53025], [-7.17766, 2.81410, 1.38729], [-5.46594, 2.53015, 1.68076], [-6.43507, 1.71270, 0.44477], [-7.85637, 4.54344, -0.48187], [-6.60481, 4.92228, -1.48035], [-7.93496, 2.09921, -1.25870], [-7.25528, 1.79883, -3.64225], [-5.64300, 2.14976, -2.60933], [-6.30675, 3.23567, -3.60648], [-9.47633, 2.60421, -2.72712], [-9.45721, 3.82368, -1.84149], [-2.60659, -4.55366, 1.21986], [-2.99847, -5.58040, 2.01075], [-4.16905, -5.27748, 2.81436], [-4.53430, -6.65187, 3.43428], [-4.93964, -7.73611, 2.35824], [-5.62500, -6.33080, 4.28929], [-2.19457, -3.70180, 1.76084], [-3.43223, -4.25359, 0.57460], [-1.68073, -4.67804, 0.65825], [-4.06164, -4.46639, 3.53455], [-5.02639, -4.92601, 2.24031], [-3.59830, -6.85136, 3.95602], [-4.06854, -8.16919, 1.86660], [-5.80889, -7.45553, 1.76343], [-5.10231, -8.69193, 2.85627], [-6.39513, -5.69185, 4.15240], [-6.08693, -7.16178, 4.63016], [1.34559, 1.32398, -3.92850], [2.17856, 1.27102, -2.78892], [0.44899, 1.91776, -3.75060], [1.89052, 1.67237, -4.80586], [1.15149, 0.25527, -4.01956], [1.93918, 2.16667, -2.53968], [0.59515, 6.93651, 1.61219], [1.27003, 6.28120, 0.49563], [1.04939, 7.89977, 1.84431], [-0.42499, 7.17586, 1.31200], [0.59253, 6.30211, 2.49854], [2.13593, 6.65535, 0.67405], [5.84310, -4.88358, -0.77981], [6.24104, -4.16422, -1.92821], [6.11810, -5.90814, -1.03029], [6.31715, -4.72204, 0.18832], [4.75956, -4.76802, -0.75367], [5.69843, -3.38709, -2.08066]],
  "forces_ev_per_a": [[-0.3, 0.8, -1.0], [-0.1, -1.0, 2.1], [-1.1, 2.2, -2.6], [0.0, -0.3, -1.1], [-1.5, -0.6, 1.1], [0.5, -0.8, 0.5], [0.5, 0.9, -0.1], [0.1, -0.3, -0.3], [0.6, -0.8, -0.1], [0.1, 0.5, 0.6], [0.3, -0.5, -0.4], [0.0, -0.1, 0.4], [1.1, -0.1, 0.1], [0.0, 0.2, 0.4], [0.4, -0.5, -0.2], [-0.4, 0.7, 0.2], [-0.3, -0.2, 0.4], [-1.4, 0.5, -0.8], [-0.5, -2.1, 0.6], [0.5, 1.1, 1.0], [0.0, -0.9, -1.2], [-0.5, 2.0, 0.6], [0.2, 0.7, 0.3], [-0.1, 0.7, 0.4], [0.3, 0.6, -0.5], [0.8, -0.1, -0.7], [-0.4, -0.4, 0.6], [0.1, -0.4, -1.0], [0.7, -0.2, 0.5], [0.8, -0.8, 0.2], [-0.4, -1.3, 0.2], [-0.6, 0.5, -0.2], [0.5, -0.7, -0.5], [0.2, 0.7, 0.4], [0.9, 2.1, -0.9], [-0.9, -0.7, 1.6], [0.4, -1.6, -1.2], [-0.6, 1.9, -2.1], [1.6, -0.3, 1.6], [-1.1, -1.3, 2.5], [-0.8, 0.7, 0.8], [0.2, 0.4, -0.3], [-0.3, -1.4, -0.5], [0.8, -0.3, 0.4], [0.0, -0.1, -0.9], [-0.3, -0.9, 0.4], [0.2, 1.1, -1.1], [0.4, 0.0, -0.2], [-1.1, 0.1, 0.8], [0.7, 0.4, -1.1], [0.2, -0.2, 0.2], [0.2, -2.2, -0.7], [-0.3, 1.8, 0.4], [-0.1, -0.2, -0.2], [-0.1, 0.2, -0.1], [-0.9, 0.2, -1.0], [1.2, 0.2, 1.6], [-0.6, -0.2, -0.7], [-0.1, 1.1, 1.4], [0.2, 0.0, 0.1], [-0.1, -0.3, 0.0], [0.0, 0.0, 0.0], [0.6, -0.6, -0.8], [-0.7, -0.8, -1.0], [1.1, 0.6, -0.1], [-0.4, -0.2, 0.1], [0.2, 0.9, -0.1], [-0.1, -0.5, 0.8], [0.0, 0.0, 0.3]]
}